No. 1
Computed, not measured: a structure of composition C5H6O4Tl, with ωB97M-V/def2-TZVPD.

XYZ file:
```
16
Properties=species:S:1:pos:R:3:mulliken_charge:R:1
C -1.4142 -1.2072 1.6703 -0.660
H -2.1942 -1.8726 2.0634 0.102
H -1.4094 -0.2307 2.1780 0.254
C -0.6436 -1.4772 0.5990 -0.354
H -0.2344 -0.5275 0.2050 -0.003
H 0.4493 -1.7227 -2.1251 0.303
C 0.3859 -2.4913 -1.3217 -0.106
C 1.6373 -2.9598 -0.8067 -0.252
O 2.6587 -1.9542 -0.7442 -0.261
C 3.9038 -2.2713 -0.9694 0.706
O 4.3545 -3.3799 -1.1651 -0.611
O 4.6651 -1.1836 -0.8017 -0.465
O -0.5524 -3.4380 -1.4245 -0.734
H 1.9667 -3.9881 -0.9784 0.344
H 5.5861 -1.4587 -0.7234 0.344
Tl -0.8663 -4.2980 0.5797 0.394
```

Results
- energy (hartree) = -667.45684
- frontier orbital gap (Ha) = 0.2054
- HOMO (eV) = -2.64
- energy relative to the best compared isomer or geometry (same formula, charge and spin) (kJ/mol) = 404.6
- charge = -1

No. 2
Computed, not measured: an isolated molecule of C5H6OS, with ωB97M-V/def2-TZVPD.

XYZ file:
```
13
Properties=species:S:1:pos:R:3:mulliken_charge:R:1
C 0.3159 -1.3486 1.0495 -0.555
C 1.5241 -1.4069 1.6995 -0.560
C 1.6590 0.2908 0.4475 -0.433
C 0.4009 -0.2142 0.2176 0.541
C -0.7665 0.3421 -0.4903 -0.807
O 2.3365 -0.4158 1.3206 -0.337
S -0.6432 0.5810 -2.4641 -0.190
H -0.4417 -2.0438 1.1406 0.491
H 1.8604 -2.0081 2.4554 0.470
H 2.2255 1.0390 0.1264 0.570
H -1.6607 -0.2712 -0.4188 0.345
H -1.0228 1.2772 -0.1780 0.371
H -1.7616 1.1048 -2.5072 0.093
```

Results
- energy (hartree) = -667.48162
- frontier orbital gap (Ha) = 0.3538
- HOMO (eV) = -8.75
- energy relative to the best compared isomer or geometry (same formula, charge and spin) (kJ/mol) = 148.4
- SMILES string = SCc1ccoc1

No. 3
Computed, not measured: an isolated molecule of C5H6OS2, with ωB97M-V/def2-TZVPD.

XYZ file:
```
14
Properties=species:S:1:pos:R:3:mulliken_charge:R:1
C -0.1257 -2.2258 0.1385 -0.261
C 0.8065 -1.1636 0.0854 -0.040
C 0.0591 -3.5768 -0.1298 -0.315
C 0.7302 0.0221 0.3986 -0.011
C 0.6821 2.3885 -1.2320 -0.870
O 2.1210 2.0277 0.9315 -0.565
S 1.8368 -3.7721 -0.6580 -0.215
S 1.6016 1.3661 -0.2492 0.620
H -1.1621 -1.7867 0.3616 0.250
H 2.2737 -2.6261 0.0178 0.191
H -0.4916 -4.3723 -0.3888 0.488
H 1.0525 3.3787 -1.1883 0.297
H 0.2881 2.1434 -2.2358 0.289
H 2.6791 0.4874 -0.8720 0.143
```

Results
- energy (hartree) = -1065.41105
- frontier orbital gap (Ha) = 0.2509
- HOMO (eV) = -8.39
- energy relative to the best compared isomer or geometry (same formula, charge and spin) (kJ/mol) = 834.1
- SMILES string = C=[S@@H](=O)C#C/C=C\S

No. 4
Computed, not measured: an isolated molecule of C5H6OS2, with ωB97M-V/def2-TZVPD.

XYZ file:
```
14
Properties=species:S:1:pos:R:3:mulliken_charge:R:1
C 1.6467 -0.8028 -1.2359 -1.346
C 0.5393 -0.4256 -0.2425 1.381
C 0.4545 0.2090 1.7464 -0.290
C 0.5174 0.9682 0.3795 -0.131
C -0.8364 -0.7726 -0.8922 -0.539
H 1.7057 -1.8663 -1.3061 0.401
H 1.3786 -0.4330 -2.2728 0.330
H 2.6384 -0.3885 -0.9049 0.319
H -0.5101 0.2324 2.2360 0.250
H 1.2663 0.5457 2.4375 0.253
H -0.8399 -0.2779 -1.8694 0.270
O 0.6596 -1.0090 1.0644 -0.425
S 0.5254 2.4686 -0.1513 -0.303
S -2.0782 -1.5185 -0.1841 -0.169
```

Results
- energy (hartree) = -1065.64509
- frontier orbital gap (Ha) = 0.2932
- HOMO (eV) = -8.91
- energy relative to the best compared isomer or geometry (same formula, charge and spin) (kJ/mol) = 219.6
- SMILES string = C[C@@]1(C=S)OCC1=S

No. 5
Computed, not measured: a structure of composition C5H6S3, with ωB97M-V/def2-TZVPD.

XYZ file:
```
14
Properties=species:S:1:pos:R:3:mulliken_charge:R:1
C -0.1347 0.0712 0.8865 -0.076
C 0.4083 -1.0480 -0.0077 -0.974
C 0.2007 -0.3881 -1.4304 0.133
C -0.6839 1.0055 -0.1799 -0.208
C 0.2741 0.9525 -1.3743 -0.575
H 0.4141 -0.1589 3.8892 0.083
H 0.6490 0.4781 1.5011 0.368
H -0.0170 -2.0283 -0.1320 0.371
H 1.3795 -1.3274 0.2025 0.478
H 0.6156 -1.2043 -1.9789 0.529
H -0.9436 2.0833 0.0973 0.445
S -1.1056 -0.7015 2.1965 -0.192
S -1.7796 -0.0502 -1.3851 -0.129
S 0.7230 2.3159 -2.2847 -0.253
```

Results
- energy (hartree) = -1388.43137
- frontier orbital gap (Ha) = 0.2312
- HOMO (eV) = -8.68
- energy relative to the best compared isomer or geometry (same formula, charge and spin) (kJ/mol) = 641.7

No. 6
Computed, not measured: an isolated molecule of C5H7B, with ωB97M-V/def2-TZVPD.

XYZ file:
```
13
Properties=species:S:1:pos:R:3:mulliken_charge:R:1
B 0.4735 -0.7984 0.5599 0.223
C -1.3701 0.3067 -0.0691 -0.340
C -0.4702 1.2889 0.1054 -0.327
C -0.9240 -1.0905 0.1684 -0.558
C 1.5542 -0.2899 -0.4303 -0.754
C 0.7950 0.7592 0.6563 -0.568
H -2.3676 0.3942 -0.5858 0.304
H -0.4432 2.3150 -0.2583 0.360
H -0.9914 -1.8695 -0.5850 0.309
H -1.6843 -1.5182 0.9589 0.250
H 2.6430 -0.4338 -0.2025 0.260
H 1.2856 -0.3993 -1.4620 0.280
H 1.4995 1.3357 1.1443 0.560
```

Results
- energy (hartree) = -219.44156
- frontier orbital gap (Ha) = 0.3237
- HOMO (eV) = -8.60
- energy relative to the best compared isomer or geometry (same formula, charge and spin) (kJ/mol) = 169.4
- SMILES string = C1=C[C@@H]2CB2C1

No. 7
Computed, not measured: an isolated molecule of C5H7BFNO2, with ωB97M-V/def2-TZVPD.

XYZ file:
```
17
Properties=species:S:1:pos:R:3:mulliken_charge:R:1
B 0.0347 2.3915 0.4721 0.289
C -0.3753 -1.6171 -1.0765 -0.653
C 0.9116 -1.5318 -1.4046 0.127
C -0.8998 -0.9792 0.1268 0.071
C -0.2257 0.2624 1.9096 -0.548
C 0.6389 1.3691 1.2014 0.205
N -0.0584 -0.8690 1.0825 -0.412
O -0.8275 3.0248 -0.2529 -0.487
O 1.5109 -2.1216 -2.4765 -0.484
F 1.9917 1.3118 1.5164 -0.288
H -1.1516 -1.6889 -1.8292 0.272
H 1.6969 -0.9443 -0.9641 0.375
H -1.8516 -0.4441 -0.0036 0.305
H 0.3563 -0.0173 2.9158 0.271
H -1.3065 0.6707 1.9779 0.304
H -1.4263 3.7626 -0.0459 0.339
H 0.9818 -2.5796 -3.1492 0.315
```

Results
- energy (hartree) = -524.54959
- frontier orbital gap (Ha) = 0.2866
- HOMO (eV) = -7.83
- energy relative to the best compared isomer or geometry (same formula, charge and spin) (kJ/mol) = 620.3
- SMILES string = O/B=C(/F)C/N=C/C=C/O

No. 8
Computed, not measured: a cluster of 2 separate species, C5H7Br2N in total, with ωB97M-V/def2-TZVPD.

XYZ file:
```
15
Properties=species:S:1:pos:R:3:mulliken_charge:R:1
C -0.4863 -2.5378 0.3525 0.030
C 0.1966 -0.1995 -1.8730 -1.145
C -0.4294 0.1655 1.9753 -1.250
C 0.3763 0.4858 -0.4706 -0.018
C -0.6077 0.1174 0.5638 0.256
N -0.8835 -3.6049 0.3731 -0.514
Br 2.2475 0.1348 0.1276 -0.086
Br -2.3617 0.3771 -0.0406 0.057
H -0.6930 0.1508 -2.4244 0.408
H 1.1754 0.0346 -2.4539 0.352
H 0.2849 -1.3250 -1.9310 0.317
H 0.3473 -0.5101 2.2316 0.429
H -0.3714 1.2904 2.3509 0.293
H -1.3283 -0.1753 2.4954 0.442
H 0.4909 1.6156 -0.4900 0.428
```

Results
- energy (hartree) = -5397.34147
- frontier orbital gap (Ha) = 0.2745
- HOMO (eV) = -9.77
- energy relative to the best compared isomer or geometry (same formula, charge and spin) (kJ/mol) = 305.8

No. 9
Computed, not measured: an isolated molecule of C5H7BrF3N, with ωB97M-V/def2-TZVPD.

XYZ file:
```
17
Properties=species:S:1:pos:R:3:mulliken_charge:R:1
C 0.2942 -1.0625 -0.0945 -0.778
C -1.1289 -1.0294 -0.4844 0.350
C -1.9186 -0.0220 0.2022 -0.604
C 1.1118 0.1775 -0.4751 0.037
C -0.6453 1.7726 -0.4523 -0.061
N 0.6059 1.4365 0.1305 -0.272
F -1.5441 -2.2727 0.0913 -0.353
F 1.2669 0.3702 -1.8289 -0.314
F -1.3492 2.7566 0.1724 -0.257
Br -3.7323 0.0779 -0.0653 -0.102
H 0.3359 -1.2678 0.9336 0.387
H 0.7959 -1.9144 -0.7394 0.269
H -1.3173 -1.2118 -1.5226 0.360
H -1.5819 0.0369 1.2885 0.309
H 2.0603 -0.0146 0.0409 0.353
H -0.6285 1.6434 -1.5592 0.387
H 0.5861 1.4202 1.0667 0.289
```

Results
- energy (hartree) = -3122.97705
- frontier orbital gap (Ha) = 0.3234
- HOMO (eV) = -8.11
- energy relative to the best compared isomer or geometry (same formula, charge and spin) (kJ/mol) = 247.7

No. 10
Computed, not measured: an isolated molecule of C5H7BrN2, with ωB97M-V/def2-TZVPD.

XYZ file:
```
15
Properties=species:S:1:pos:R:3:mulliken_charge:R:1
C 0.4484 2.0496 0.0217 -0.124
C 0.0594 1.4777 1.2123 -0.273
C 0.9569 0.2887 -1.4498 -0.180
C -0.5371 -0.6489 0.3680 0.235
C -0.5321 -2.1502 0.2696 -0.684
N 1.1428 1.3626 -0.8338 -0.332
N 0.0338 0.0962 1.2112 -0.493
Br -2.3887 0.0464 -0.2052 -0.186
H 0.6341 3.1397 -0.0667 0.344
H 0.0801 1.9367 2.2686 0.315
H 1.7965 -0.2214 -1.9581 0.274
H -0.0340 -0.2799 -1.4968 0.288
H -1.6355 -2.3147 -0.0512 0.326
H -0.2005 -2.4484 1.2793 0.301
H 0.1758 -2.3340 -0.5690 0.189
```

Results
- energy (hartree) = -2878.12312
- frontier orbital gap (Ha) = 0.3069
- HOMO (eV) = -8.11
- energy relative to the best compared isomer or geometry (same formula, charge and spin) (kJ/mol) = 242.1
- SMILES string = C=N/C=C\N=C(\C)Br

No. 11
Computed, not measured: the ion C5H7BrN2 with charge +2, with ωB97M-V/def2-TZVPD.

XYZ file:
```
15
Properties=species:S:1:pos:R:3:mulliken_charge:R:1
C 0.8124 0.6188 -0.3050 0.022
C 0.3739 -0.6829 0.1004 0.574
C -1.9441 -0.0816 -0.1151 0.043
C -0.4319 2.7519 0.0452 -0.143
C 1.3182 -1.8463 0.1061 -1.278
N -0.9180 -0.9984 0.0571 -0.080
N 0.0079 1.5988 -0.1337 -0.031
Br -3.7019 -0.2238 0.0989 0.295
H 1.8414 0.8470 -0.7367 0.413
H -1.2389 3.1479 -0.3992 0.333
H -0.0067 3.3655 0.7330 0.324
H 1.0595 -2.8681 0.5094 0.394
H 2.1743 -1.4800 0.6119 0.375
H 1.7871 -2.1186 -0.8273 0.392
H -1.1333 -2.0302 0.2549 0.365
```

Results
- energy (hartree) = -2877.36353
- frontier orbital gap (alpha / beta) (Ha) = 0.2314 / 0.2765
- HOMO (alpha / beta) (eV) = -17.58 / -18.79
- energy relative to the best compared isomer or geometry (same formula, charge and spin) (kJ/mol) = 465.0
- charge = +2

No. 12
Computed, not measured: a cluster of 2 separate species, C5H7BrN2S in total, with ωB97M-V/def2-TZVPD.

XYZ file:
```
16
Properties=species:S:1:pos:R:3:mulliken_charge:R:1
C -1.1627 0.9004 -0.4450 -0.501
C -0.3099 -0.1065 -0.7267 -0.063
C -0.7599 2.7914 0.8699 0.205
C -1.4611 1.5122 0.9591 -0.214
C 1.2349 -0.2671 1.0745 -0.512
N -0.2182 3.7891 0.6726 -0.408
N 0.4122 -0.7033 0.2730 -0.105
S -0.3299 -2.6616 0.0685 -0.231
Br 4.9282 -0.9071 1.0689 -0.212
H -1.9316 1.2050 -1.1502 0.336
H -0.3496 -0.4713 -1.6599 0.552
H -2.5624 1.8243 1.1171 0.308
H -0.9505 0.9886 1.9049 0.173
H 1.7734 -0.7561 1.9289 0.322
H 3.6697 -0.1969 0.7961 0.207
H -0.5353 -2.7758 1.4610 0.142
```

Results
- energy (hartree) = -3276.24065
- frontier orbital gap (alpha / beta) (Ha) = 0.2875 / 0.2876
- HOMO (alpha / beta) (eV) = -8.68 / -8.69
- energy relative to the best compared isomer or geometry (same formula, charge and spin) (kJ/mol) = 348.8

No. 13
Computed, not measured: an isolated molecule of C5H7Cl, with ωB97M-V/def2-TZVPD.

XYZ file:
```
13
Properties=species:S:1:pos:R:3:mulliken_charge:R:1
C -0.2622 -0.6692 0.2596 0.460
C -1.3503 0.0359 0.3472 -0.065
C -0.0123 0.7721 0.6438 -0.212
C 0.3753 -1.8594 -0.1777 -0.973
C 0.4699 1.7592 -0.4106 -1.041
Cl -2.9536 0.1227 0.0743 -0.201
H 0.3489 0.9690 1.6924 0.317
H -0.1066 -2.6301 -0.8853 0.282
H 0.3368 -2.5793 0.7191 0.262
H 1.4936 -1.7715 -0.4417 0.263
H 1.5622 1.7133 -0.1630 0.313
H -0.1892 2.6609 -0.2487 0.281
H 0.2877 1.4763 -1.4094 0.313
```

Results
- energy (hartree) = -654.78426
- frontier orbital gap (Ha) = 0.3473
- HOMO (eV) = -8.60
- energy relative to the best compared isomer or geometry (same formula, charge and spin) (kJ/mol) = 279.0
- SMILES string = CC1=C(Cl)[C@@H]1C

No. 14
Computed, not measured: an isolated molecule of C5H7Cl2OP, with ωB97M-V/def2-TZVPD.

XYZ file:
```
16
Properties=species:S:1:pos:R:3:mulliken_charge:R:1
C -1.0385 -0.9094 0.4588 0.341
C -0.4644 -0.0023 -0.3007 -0.111
C -1.8021 -1.5830 -0.6964 -0.389
C -1.1266 -0.4167 -1.5895 -0.532
C 1.8522 0.5368 1.3423 -1.238
O 1.5624 1.7044 -1.1389 -0.523
P 0.8085 1.4386 0.0893 0.790
Cl -1.1149 -1.3631 2.1059 -0.182
Cl 1.2894 3.6257 1.2737 -0.385
H -1.3503 -2.5935 -1.0786 0.223
H -2.8460 -1.4523 -0.7835 0.272
H -0.4663 -0.8103 -2.4615 0.231
H -1.7937 0.3763 -1.8764 0.253
H 2.5974 -0.0186 0.9266 0.400
H 2.4910 1.3601 1.5618 0.437
H 1.4019 0.1073 2.1671 0.414
```

Results
- energy (hartree) = -1531.59673
- frontier orbital gap (Ha) = 0.2954
- HOMO (eV) = -10.26
- energy relative to the best compared isomer or geometry (same formula, charge and spin) (kJ/mol) = 296.8
- SMILES string = C[P@](=O)(Cl)C1=C(Cl)CC1

No. 15
Computed, not measured: an isolated molecule of C5H7ClFN, with ωB97M-V/def2-TZVPD.

XYZ file:
```
15
Properties=species:S:1:pos:R:3:mulliken_charge:R:1
C 1.4736 -1.0765 0.1656 -0.262
C 1.8196 0.3521 0.0614 -1.034
C 0.4886 -0.0672 -0.4435 0.800
C -0.8144 0.2576 0.3215 -0.072
C -1.2788 -0.5682 1.2631 -0.654
H 1.4737 -2.7493 1.5346 0.251
H 2.1080 -0.9943 1.9608 0.267
H 1.9432 -1.7389 -0.5102 0.378
H 2.5379 0.9584 -0.3634 0.410
H 1.6560 0.7963 1.1093 0.296
H -2.3010 -0.5279 1.5955 0.343
H -0.3826 -1.1515 1.7983 0.449
N 1.3353 -1.6374 1.4521 -0.643
F 0.4587 -0.1209 -1.8805 -0.328
Cl -1.8025 1.4454 -0.5043 -0.202
```

Results
- energy (hartree) = -809.40241
- frontier orbital gap (Ha) = 0.3640
- HOMO (eV) = -9.15
- energy relative to the best compared isomer or geometry (same formula, charge and spin) (kJ/mol) = 322.1
- SMILES string = C=C(Cl)[C@@]1(F)C[C@H]1N

No. 16
Computed, not measured: an isolated molecule of C5H7ClN2, with ωB97M-V/def2-TZVPD.

XYZ file:
```
15
Properties=species:S:1:pos:R:3:mulliken_charge:R:1
C 2.2365 0.0312 0.2229 -1.190
C 0.7654 -0.1282 0.0180 0.301
C 0.1140 -1.1421 -0.5633 -0.645
C -1.5914 0.2381 0.0564 0.005
C -0.2589 0.9028 0.3901 0.384
H 2.7996 -0.8270 -0.1294 0.351
H 2.4877 0.1573 1.3183 0.260
H 2.6128 0.9287 -0.3272 0.282
H 0.5615 -2.0594 -0.9700 0.354
H -1.9614 -1.6398 -0.7493 0.266
H -3.5064 0.1197 0.0687 0.232
H -0.2332 1.1915 1.4627 0.354
N -1.2706 -0.9128 -0.6488 -0.122
N -2.7145 0.7168 0.3958 -0.632
Cl -0.0410 2.4233 -0.5449 -0.199
```

Results
- energy (hartree) = -764.41483
- frontier orbital gap (Ha) = 0.3371
- HOMO (eV) = -8.43
- energy relative to the best compared isomer or geometry (same formula, charge and spin) (kJ/mol) = 46.4
- SMILES string = [H]/N=C1\NC=C(C)[C@H]1Cl

No. 17
Computed, not measured: an isolated molecule of C5H7ClN2O2S, with ωB97M-V/def2-TZVPD.

XYZ file:
```
18
Properties=species:S:1:pos:R:3:mulliken_charge:R:1
C 3.3780 0.3633 1.0808 0.034
C -1.6714 -0.1835 -1.0617 -0.476
C -1.4729 0.0709 0.4139 0.341
C 1.5498 -0.0554 0.2184 0.172
C -0.6048 -0.7802 1.2283 -0.729
N 3.5687 1.4952 0.5816 -0.306
N 1.3320 1.0302 -0.6962 -0.352
O -2.6573 -0.5274 -0.0994 -0.462
O 0.8028 -0.2844 1.3567 -0.334
S 2.6637 2.2556 -0.4364 0.070
Cl 1.7074 -1.6221 -0.7225 -0.194
H 4.0207 -0.3423 1.4737 0.399
H -1.7821 0.6003 -1.7706 0.297
H -1.2536 -1.0959 -1.4301 0.278
H -1.6069 0.9975 0.9635 0.365
H -0.6421 -1.9565 0.9600 0.300
H -0.8955 -0.7217 2.2287 0.290
H 1.2240 0.6066 -1.5821 0.308
```

Results
- energy (hartree) = -1312.90849
- frontier orbital gap (Ha) = 0.3495
- HOMO (eV) = -8.91
- energy relative to the best compared isomer or geometry (same formula, charge and spin) (kJ/mol) = 323.0